ORCA calculation (wB97M-V/def2-TZVPD) on C8H14BeN2P as an isolated structure at a distorted geometry.

Each line ends with the Mulliken charge.
Geometry (Å):
C 0.417 0.731 -2.961  -0.012
C 0.106 0.022 -4.093  -0.975
C -0.234 -1.342 -4.090  0.218
C -0.342 -2.129 -2.925  -0.794
C -0.196 -1.625 -1.679  -0.028
Be 0.126 -0.020 -1.374  -0.889
P 0.075 2.170 -0.787  0.063
H 0.779 1.755 -3.205  0.250
H 0.146 0.499 -5.081  0.193
H -0.384 -1.844 -5.049  0.251
H -0.312 -2.326 -0.847  0.282
H -0.546 -3.211 -3.039  0.157
H -1.100 2.395 -0.005  0.000
H 0.173 3.275 -1.655  0.066
H 1.209 2.297 0.070  -0.032
C 0.251 1.186 3.780  -0.791
N 0.002 -0.056 3.015  0.036
C -0.260 -1.278 3.797  -0.785
C 0.034 -0.090 1.710  0.578
N 0.089 -0.151 0.530  -0.527
H 0.195 0.936 4.847  0.267
H -0.494 1.960 3.535  0.302
H 1.242 1.605 3.544  0.305
H -1.250 -1.689 3.551  0.295
H 0.479 -2.056 3.554  0.305
H -0.206 -1.014 4.859  0.266

- charge = -1
- Kohn-Sham gap (eV) = 3.23
- LUMO (eV) = 2.4
- energy (Ha) = -778.66095
- ΔE to the lowest compared entry with this formula, charge and spin (kcal/mol) = 0.0


ORCA calculation (wB97M-V/def2-TZVPD) on C5H5NO2S as an isolated structure at a distorted geometry.

Each line ends with the Mulliken charge.
Geometry (Å):
C 1.119 1.144 0.125  -0.153
C -0.088 0.655 -0.152  0.037
C -0.409 -1.685 0.620  0.582
C 1.236 -1.344 -0.376  0.154
C -1.398 1.351 -0.194  -1.090
N -0.082 -0.746 -0.377  -0.143
O -1.383 -1.911 1.245  -0.507
O 0.816 -2.305 0.581  -0.349
S 2.426 -0.050 0.134  -0.199
H 1.383 2.163 0.316  0.400
H 1.569 -1.815 -1.304  0.363
H -1.818 1.294 -1.198  0.281
H -1.282 2.391 0.091  0.331
H -2.091 0.859 0.488  0.292

- charge = 0
- Kohn-Sham gap (eV) = 9.26
- LUMO (eV) = 0.7
- energy (Ha) = -796.92962
- ΔE to the lowest compared entry with this formula, charge and spin (kcal/mol) = 13.3


ORCA calculation (wB97M-V/def2-TZVPD) on an isolated ion of composition C3H6NO and charge +1 at a distorted geometry.

Each line ends with the Mulliken charge.
Geometry (Å):
C 1.315 -0.105 0.611  -0.709
N 0.119 0.063 -0.359  -0.103
C -1.143 0.524 0.163  -0.316
C -2.460 0.030 -0.108  0.360
O -3.700 -0.126 0.089  -0.361
H 2.329 0.065 0.185  0.346
H 1.089 0.468 1.523  0.321
H 1.242 -1.205 0.926  0.312
H 0.422 0.872 -0.989  0.402
H 0.096 -0.750 -0.852  0.320
H -4.356 0.383 -0.448  0.427

- charge = +1
- Kohn-Sham gap (spin up / spin down) (eV) = 9.65 / 9.65
- LUMO (spin up / spin down) (eV) = -4.7 / -4.7
- SMILES = C[NH2+]C#CO
- energy (Ha) = -247.46583
- ΔE to the lowest compared entry with this formula, charge and spin (kcal/mol) = 94.3


ORCA calculation (wB97M-V/def2-TZVPD) on a 3-piece molecular cluster, C2H8O4 overall at a distorted geometry.

Each line ends with the Mulliken charge.
Geometry (Å):
C -0.434 -1.576 1.164  -0.940
C -0.083 -0.498 0.128  0.691
O 0.944 -0.557 -0.518  -0.577
O -1.133 0.198 -0.320  -0.506
H 0.539 -1.899 1.586  0.236
H -0.777 -2.502 0.716  0.330
H -1.062 -1.027 1.874  0.289
H -1.024 0.538 -1.242  0.499
O -0.787 1.419 -2.667  -0.699
H 0.116 1.722 -2.838  0.339
H -1.225 2.256 -2.446  0.342
O 1.479 0.808 1.802  -0.648
H 2.024 0.022 1.873  0.324
H 1.422 1.098 0.887  0.319

- charge = 0
- Kohn-Sham gap (eV) = 10.45
- LUMO (eV) = 0.4
- SMILES = CC(=O)O.O.O
- energy (Ha) = -381.96508
- ΔE to the lowest compared entry with this formula, charge and spin (kcal/mol) = 20.6


ORCA calculation (wB97M-V/def2-TZVPD) on one molecule with the formula C2H3NO3S at a distorted geometry.

Each line ends with the Mulliken charge.
Geometry (Å):
O -1.756 -0.920 -1.154  -0.512
S -1.240 -0.481 0.111  0.979
O -1.878 -0.919 1.313  -0.525
C 0.801 -0.532 0.259  -0.561
C 0.998 0.794 -0.310  0.029
N 0.077 1.607 -0.360  -0.273
O -1.176 1.212 0.099  -0.153
H 1.459 -1.115 -0.400  0.293
H 0.792 -0.779 1.285  0.368
H 1.923 1.132 -0.844  0.355

- charge = 0
- Kohn-Sham gap (eV) = 10.76
- LUMO (eV) = 0.1
- SMILES = O=S1(=O)CC=NO1
- energy (Ha) = -756.54998
- ΔE to the lowest compared entry with this formula, charge and spin (kcal/mol) = 79.2


ORCA calculation (wB97M-V/def2-TZVPD) on a 2-piece molecular cluster, C8H8OS overall at a distorted geometry.

Each line ends with the Mulliken charge.
Geometry (Å):
C -3.102 0.652 1.253  -0.676
C -1.704 0.292 1.199  -0.599
C -3.692 0.266 0.085  -0.201
C -1.349 -0.405 0.065  0.167
C 0.807 1.096 -1.725  0.128
C 0.023 -0.813 -0.095  -0.274
C 1.098 -0.142 0.376  -0.064
C 2.468 -0.692 0.375  -1.442
O -0.116 1.725 -1.816  -0.161
S -2.671 -0.453 -1.044  -0.094
H -3.472 1.388 1.945  0.345
H -1.078 0.394 1.981  0.615
H -4.693 0.590 -0.305  0.345
H 0.243 -1.849 -0.439  0.224
H 0.983 0.827 0.716  0.623
H 3.256 -0.028 0.215  0.357
H 2.596 -1.499 -0.296  0.401
H 2.604 -1.308 1.348  0.305

- charge = 0
- Kohn-Sham gap (eV) = 8.86
- LUMO (eV) = 0.6
- energy (Ha) = -782.98894
- ΔE to the lowest compared entry with this formula, charge and spin (kcal/mol) = 9.1